C16H22AsCrIN4O as an isolated structure, computed with wB97M-V/def2-TZVPD.

Values from the calculation:
* multiplicity: 5
* ΔE to the lowest compared entry with this formula, charge and spin: 36.0 kJ/mol
* <S²>: 6.023
* HOMO (spin up / spin down): -14.55 / -14.85 eV
* charge: +2
* HOMO-LUMO gap (spin up / spin down): 0.2697 / 0.2728 Ha

Atoms and positions in Å:
Cr  -0.564  -0.154  0.565
C  1.175  4.195  -2.447
C  -0.013  3.528  -2.178
C  -0.002  2.424  -1.340
C  1.193  2.004  -0.779
C  2.387  2.673  -1.031
C  2.371  3.768  -1.875
N  1.139  0.874  0.112
N  2.191  0.615  0.721
C  2.075  -0.430  1.700
C  3.215  -0.795  2.369
C  3.106  -1.790  3.338
C  1.870  -2.354  3.585
C  0.770  -1.913  2.856
N  0.865  -0.964  1.924
H  1.172  5.056  -3.102
H  -0.939  3.867  -2.620
H  -0.930  1.898  -1.137
H  3.307  2.338  -0.576
H  3.293  4.293  -2.086
H  4.154  -0.313  2.135
H  3.979  -2.110  3.890
H  1.745  -3.125  4.331
H  -0.214  -2.333  3.020
C  -2.204  -1.962  -2.567
As  -0.582  -1.470  -1.653
C  0.280  -3.179  -1.371
C  0.488  -0.737  -3.087
H  -1.955  -2.630  -3.388
H  -2.681  -1.066  -2.959
H  -2.882  -2.463  -1.880
H  0.331  -3.709  -2.320
H  -0.285  -3.773  -0.655
H  1.288  -3.021  -0.991
H  0.549  -1.473  -3.887
H  1.491  -0.512  -2.728
H  0.031  0.174  -3.466
N  -4.271  -0.626  2.482
C  -3.277  0.019  1.908
O  -2.429  -0.587  1.217
C  -3.236  1.518  2.072
I  -1.288  2.147  2.592
H  -4.360  -1.624  2.349
H  -4.983  -0.150  3.011
H  -3.913  1.890  2.833
H  -3.460  1.982  1.114

Forces on atoms 1 to 6 (eV/Å):
-0.657 0.379 0.076
0.025 0.024 0.011
0.022 -0.012 0.019
-0.136 0.072 -0.186
0.089 -0.438 0.294
0.072 0.037 -0.075

C16H22BN7PtSe as an isolated structure at a distorted geometry, computed with wB97M-V/def2-TZVPD.

Values from the calculation:
* multiplicity: 5
* ΔE to the lowest compared entry with this formula, charge and spin: 17.9 kJ/mol
* <S²>: 6.025
* HOMO (spin up / spin down): -15.25 / -15.13 eV
* charge: +2
* HOMO-LUMO gap (spin up / spin down): 0.3496 / 0.1745 Ha

Atoms and positions in Å:
Pt  0.046  -1.008  -1.700
C  3.173  -2.670  -0.803
C  2.629  -1.622  0.100
C  3.140  -1.170  1.314
C  2.264  -0.202  1.773
C  2.337  0.627  3.004
N  1.263  -0.088  0.871
N  1.502  -0.948  -0.162
B  0.053  0.850  0.850
N  -0.011  1.674  -0.449
N  -0.031  1.045  -1.660
C  -0.055  1.979  -2.624
C  -0.076  1.630  -4.068
C  -0.051  3.228  -2.019
C  -0.020  3.006  -0.648
C  0.017  3.994  0.461
N  -1.252  -0.064  0.885
N  -1.488  -0.937  -0.198
C  -2.608  -1.581  -0.006
C  -3.149  -2.585  -0.952
C  -3.143  -1.142  1.233
C  -2.214  -0.153  1.751
C  -2.311  0.613  3.013
H  4.231  -2.822  -0.602
H  3.078  -2.383  -1.851
H  2.667  -3.623  -0.638
H  4.045  -1.497  1.794
H  3.188  0.313  3.603
H  1.439  0.521  3.612
H  2.463  1.682  2.761
H  0.039  1.561  1.796
H  -0.084  0.548  -4.223
H  0.801  2.039  -4.568
H  -0.960  2.049  -4.547
H  -0.059  4.186  -2.509
H  0.014  5.002  0.054
H  0.913  3.868  1.067
H  -0.848  3.885  1.115
H  -2.698  -2.471  -1.936
H  -4.226  -2.465  -1.054
H  -2.950  -3.593  -0.583
H  -4.052  -1.466  1.714
H  -3.159  0.280  3.605
H  -2.429  1.676  2.794
H  -1.398  0.503  3.596
Se  0.294  -3.145  -2.913
C  -0.049  -4.221  -1.478
N  -0.275  -4.903  -0.578

Forces on atoms 1 to 6 (eV/Å):
0.356 0.502 -0.896
0.044 -0.027 -0.031
-0.142 0.120 -0.051
-0.087 0.112 0.041
-0.056 -0.062 -0.029
0.076 -0.018 0.081

C16H22F12NiO10 as an isolated structure at a distorted geometry, computed with wB97M-V/def2-TZVPD.

Values from the calculation:
* multiplicity: 3
* ΔE to the lowest compared entry with this formula, charge and spin: 51.8 kJ/mol
* <S²>: 2.003
* HOMO (spin up / spin down): -8.16 / -8.03 eV
* HOMO-LUMO gap (spin up / spin down): 0.3177 / 0.3128 Ha

Atoms and positions in Å:
Ni  0.451  -0.098  0.221
O  1.223  0.509  -1.427
H  1.044  0.542  -2.348
O  -0.426  -0.377  1.940
H  -1.231  -0.118  2.366
C  1.100  4.289  -1.491
C  1.758  4.194  -0.117
O  0.707  4.168  0.860
C  0.336  2.996  1.314
O  0.802  1.976  0.925
C  -0.738  3.114  2.412
F  -0.306  2.496  3.513
F  -0.995  4.375  2.734
F  -1.862  2.545  1.993
H  0.702  3.308  -1.750
H  1.821  4.582  -2.254
H  0.291  5.016  -1.455
H  2.471  4.994  0.083
H  2.364  3.293  0.003
C  -2.737  -3.978  -2.677
C  -2.077  -3.261  -1.529
O  -0.857  -3.948  -1.211
C  0.140  -3.257  -0.728
O  0.072  -2.135  -0.322
C  1.484  -4.007  -0.642
F  2.444  -3.214  -1.141
F  1.785  -4.236  0.644
F  1.463  -5.145  -1.325
H  -3.634  -3.415  -2.937
H  -2.957  -5.011  -2.414
H  -2.089  -3.994  -3.555
H  -2.745  -3.261  -0.666
H  -1.874  -2.211  -1.743
C  -2.159  0.390  -4.733
C  -1.684  0.703  -3.311
O  -2.828  0.815  -2.484
C  -2.681  0.482  -1.208
O  -1.663  0.168  -0.669
C  -4.011  0.417  -0.453
F  -4.019  1.164  0.640
F  -5.048  0.770  -1.207
F  -4.162  -0.867  -0.069
H  -2.749  1.225  -5.115
H  -2.863  -0.445  -4.725
H  -1.314  0.136  -5.367
H  -1.070  1.603  -3.304
H  -1.013  -0.115  -3.048
C  2.078  0.511  5.288
C  1.669  -0.179  4.008
O  2.845  -0.839  3.483
C  2.996  -0.970  2.192
O  2.285  -0.592  1.308
C  4.383  -1.566  1.887
F  5.200  -0.606  1.477
F  4.935  -2.143  2.944
F  4.313  -2.480  0.934
H  2.442  -0.195  6.030
H  1.205  1.049  5.665
H  2.829  1.282  5.103
H  1.248  0.486  3.261
H  0.907  -0.932  4.198

Forces on atoms 1 to 6 (eV/Å):
-0.665 0.216 0.430
0.556 0.224 1.243
-0.397 -0.329 -0.753
1.011 -0.589 -0.228
-0.622 0.287 -0.294
0.288 -0.289 0.327

C16H22F6N3O12PTi as an isolated structure at a distorted geometry, computed with wB97M-V/def2-TZVPD.

Values from the calculation:
* multiplicity: 2
* ΔE to the lowest compared entry with this formula, charge and spin: 103.2 kJ/mol
* <S²>: 0.752
* HOMO (spin up / spin down): -12.80 / -12.85 eV
* charge: +1
* HOMO-LUMO gap (spin up / spin down): 0.2924 / 0.2941 Ha

Atoms and positions in Å:
Ti  -0.478  0.019  -0.361
C  -2.409  1.369  -2.307
C  -1.461  2.512  -1.896
O  -0.662  2.103  -0.768
C  -0.530  3.113  0.258
C  0.505  2.633  1.236
O  0.076  1.373  1.717
C  0.950  0.838  2.726
C  0.143  -0.099  3.604
O  -0.695  -0.892  2.789
C  -2.071  -0.796  3.095
C  -2.688  0.548  2.738
O  -2.558  0.851  1.342
C  -3.754  1.065  0.616
C  -3.713  0.170  -0.604
O  -2.459  0.387  -1.276
H  -2.062  0.875  -3.212
H  -3.409  1.762  -2.485
H  -2.017  3.404  -1.608
H  -0.785  2.769  -2.712
H  -1.506  3.254  0.726
H  -0.200  4.041  -0.214
H  0.560  3.358  2.056
H  1.493  2.557  0.773
H  1.351  1.662  3.322
H  1.784  0.333  2.244
H  -0.434  0.461  4.343
H  0.830  -0.752  4.149
H  -2.241  -0.965  4.166
H  -2.557  -1.605  2.552
H  -2.227  1.364  3.299
H  -3.745  0.517  3.011
H  -3.823  2.121  0.324
H  -4.643  0.836  1.209
H  -4.528  0.374  -1.300
H  -3.723  -0.884  -0.337
O  6.621  -2.431  -2.651
N  5.503  -2.490  -3.115
O  5.160  -3.115  -4.096
C  4.442  -1.786  -2.381
C  3.156  -1.796  -2.878
C  2.177  -1.125  -2.154
C  2.404  -0.484  -0.907
O  1.455  -0.039  -0.146
C  3.772  -0.435  -0.537
C  4.768  -1.089  -1.231
N  4.185  0.328  0.658
O  5.232  0.035  1.171
O  3.485  1.264  0.974
N  0.899  -1.012  -2.793
O  0.691  -1.515  -3.831
O  0.033  -0.251  -2.267
H  2.919  -2.293  -3.805
H  5.790  -1.060  -0.882
F  -1.545  -1.528  0.375
P  -1.294  -3.187  -0.365
F  -1.686  -2.442  -1.741
F  -2.824  -3.430  -0.061
F  -1.000  -4.549  -1.050
F  0.225  -2.602  -0.586
F  -0.885  -3.646  1.086

Forces on atoms 1 to 6 (eV/Å):
-0.349 0.536 1.695
-0.025 0.071 -0.053
0.012 0.047 0.019
0.033 -0.264 -0.206
0.154 -0.016 -0.071
-0.048 0.273 0.027